Entry 1:
ORCA calculation (ωB97M-V with the def2-TZVPD basis set) on a 2-piece molecular cluster, C3H11N2 overall.

Computed properties:
ΔE to the lowest compared entry with this formula, charge and spin   0.643 eV
Total charge   +1
2S+1   1

```
16
Properties=species:S:1:pos:R:3:nbo_charge:R:1
C 1.6914 -1.1562 -1.6223 -0.607
C 1.8276 -2.6619 -1.4563 -0.609
H 2.0468 -0.7170 -0.6860 0.184
H 0.6650 -0.8094 -1.7683 0.188
H 2.3032 -0.7190 -2.4059 0.220
H 1.3643 -3.0220 -0.5307 0.196
H 1.3005 -3.1974 -2.2438 0.210
H 2.8546 -3.0233 -1.4754 0.219
N -1.3494 0.9106 1.0538 -0.719
C -1.4562 2.1813 1.3789 0.413
N -2.4650 2.7731 1.9589 -0.689
H -2.1334 0.2588 1.0698 0.430
H -0.4291 0.4940 1.0805 0.448
H -0.6189 2.8044 1.0536 0.236
H -2.3263 3.6723 2.3976 0.452
H -3.2751 2.2116 2.1956 0.428
```



Entry 2:
ORCA calculation (ωB97M-V with the def2-TZVPD basis set) on one molecule with the formula C3H7N3S.

Computed properties:
ΔE to the lowest compared entry with this formula, charge and spin   1.475 eV
SMILES   CC(=S)N/N=C/N
Total charge   0
2S+1   1

```
14
Properties=species:S:1:pos:R:3:nbo_charge:R:1
C -0.6503 -1.3658 1.3391 -0.695
C 0.4620 -1.0098 0.4067 0.114
C -0.8931 1.9270 -0.9804 0.248
H -1.6664 -1.3506 0.9064 0.237
H -0.7377 -0.6929 2.2074 0.245
H -0.4721 -2.2844 1.9078 0.241
H 1.0323 0.3834 -0.9268 0.384
H -0.0601 2.0985 -1.6371 0.152
H -2.8105 2.7249 -0.6360 0.409
H -1.9062 3.4351 -1.9273 0.401
N 0.2626 0.0793 -0.3333 -0.414
N -0.8436 0.9083 -0.1510 -0.337
N -1.9188 2.8092 -1.0912 -0.801
S 1.9130 -1.7624 0.4089 -0.185
```



Entry 3:
ORCA calculation (ωB97M-V with the def2-TZVPD basis set) on one molecule with the formula C4H7NO2.

Computed properties:
ΔE to the lowest compared entry with this formula, charge and spin   1.572 eV
SMILES   [H]/N=C(\C)OCC=O
Total charge   0
2S+1   1

```
14
Properties=species:S:1:pos:R:3:nbo_charge:R:1
C -2.1891 -0.1411 -0.0574 -0.693
C -0.7383 0.1481 -0.3074 0.585
N -0.1808 1.2497 -0.5923 -0.705
O 0.0080 -0.9688 -0.1201 -0.511
C 1.2808 -0.7829 0.4848 -0.173
C 2.2130 0.2545 -0.1245 0.428
O 2.9646 0.8884 0.5779 -0.530
H -2.3280 -0.2203 1.0270 0.239
H -2.8290 0.6568 -0.4391 0.222
H -2.4800 -1.1016 -0.4903 0.240
H -0.8613 1.9970 -0.6996 0.358
H 1.1493 -0.5359 1.5439 0.198
H 1.7667 -1.7619 0.4062 0.216
H 2.2430 0.3051 -1.2289 0.127
```



Entry 4:
ORCA calculation (ωB97M-V with the def2-TZVPD basis set) on C3H6BBr2ORb as an isolated structure.

Computed properties:
Total charge   0
2S+1   1

```
14
Properties=species:S:1:pos:R:3:lowdin_charge:R:1
C 1.9458 -0.1166 -0.3029 -0.431
C 0.4996 0.2722 0.2553 -0.708
Br 0.4848 1.3429 1.9288 0.645
C -0.6744 -0.1337 -0.4237 -0.529
Br -0.4128 -1.1602 -2.1251 0.638
B -2.1899 0.1934 0.1152 -0.688
O -2.8776 -1.1284 0.3215 -0.151
H 2.7172 0.1984 0.5096 -0.110
H 1.9671 -1.2592 -0.3140 0.089
H 2.1660 0.3226 -1.3398 -0.001
H -2.8130 0.8986 -0.6296 0.046
H -2.2074 0.7330 1.1894 0.023
H -2.5927 -1.4404 1.2031 0.045
Rb 3.9875 1.2775 -0.3878 1.134
```



Entry 5:
ORCA calculation (ωB97M-V with the def2-TZVPD basis set) on one molecule with the formula C2H3N3O.

Computed properties:
ΔE to the lowest compared entry with this formula, charge and spin   3.886 eV
SMILES   CN(C#N)N=O
Total charge   0
2S+1   1

```
9
Properties=species:S:1:pos:R:3:nbo_charge:R:1
C -0.0865 -1.7234 0.2543 0.415
C -0.3968 0.6390 -0.6041 -0.435
N -0.4678 -2.7891 0.1417 -0.298
N 1.1079 0.1596 1.1975 0.263
N 0.2217 -0.2867 0.3327 -0.266
O 1.1751 1.3607 1.2243 -0.362
H 0.3788 1.0232 -1.1057 0.213
H -1.0685 0.1252 -1.3403 0.234
H -0.8639 1.4914 -0.1004 0.236
```



Entry 6:
ORCA calculation (ωB97M-V with the def2-TZVPD basis set) on a 13-piece molecular cluster, C25H66B2F4NO19S overall.

Computed properties:
ΔE to the lowest compared entry with this formula, charge and spin   0.000 eV
Total charge   +1
2S+1   1

```
118
Properties=species:S:1:pos:R:3:lowdin_charge:R:1
C 3.3674 -0.2334 3.8215 -0.085
C 2.0101 0.5484 3.8233 -0.114
B 0.8335 -0.4574 3.5732 -0.506
O 1.0315 -1.7698 3.8691 0.205
N -0.5489 -0.0580 2.9936 0.141
C -0.6447 -0.1333 1.6584 -0.134
C 0.5032 -0.5464 0.7332 0.027
C 1.5027 0.6144 0.4713 -0.415
O 1.1239 1.5154 -0.2210 0.185
F 2.7472 0.5913 0.9557 0.141
C -1.8337 0.2032 1.0358 0.098
C -2.9350 0.5804 1.7992 -0.053
C -4.1751 0.9240 0.9825 0.018
B -4.4193 2.5035 1.0098 -0.588
O -5.6788 3.0106 1.3642 0.126
O -3.4111 3.4052 0.6873 0.160
C -2.8414 0.6328 3.2230 -0.014
C -4.0386 1.0216 4.1033 -0.168
O -5.2791 0.9292 3.4995 -0.206
C -5.9457 -0.3248 3.7022 -0.045
C -1.6058 0.3259 3.7703 -0.132
S -1.2806 0.4141 5.5474 0.823
O -0.2030 1.3082 5.8577 -0.218
O -2.4140 0.8854 6.2896 -0.243
C -0.9796 -1.3016 6.2785 -0.639
F -1.7862 -1.5139 7.2851 0.207
F 0.2797 -1.4680 6.6173 0.182
F -1.3421 -2.1820 5.3130 0.125
H 3.3619 -1.0027 4.6080 0.083
H 4.1913 0.4486 4.0720 0.089
H 3.5591 -0.7532 2.8764 0.070
H 2.0267 1.3892 3.1113 0.109
H 1.9628 1.0225 4.8181 0.111
H 0.4413 -2.3270 3.3383 0.136
H 0.0723 -0.7349 -0.2574 0.144
H 0.9960 -1.4865 1.0242 0.141
H -1.9035 0.1467 -0.0492 0.154
H -5.0597 0.3702 1.3151 0.101
H -4.0116 0.6556 -0.0763 0.127
H -5.6605 3.1321 2.3292 0.102
H -3.6431 4.2642 1.0670 0.123
H -4.0431 0.3182 4.9555 0.125
H -3.8697 2.0175 4.5458 0.159
H -6.7168 -0.3899 2.9214 0.073
H -5.2055 -1.1405 3.6075 0.107
H -6.4023 -0.3274 4.7004 0.084
C -8.8338 4.1003 2.8061 -0.122
O -7.9875 2.9840 3.0874 -0.142
H -9.0224 4.6308 3.7362 0.082
H -8.3434 4.7739 2.1000 0.082
H -9.7832 3.7587 2.3887 0.082
H -7.8305 2.5286 2.2547 0.058
C 4.4498 -0.1015 -1.9897 -0.139
O 3.3577 0.7308 -2.3898 -0.123
H 5.1331 -0.1990 -2.8276 0.048
H 4.9776 0.3526 -1.1472 0.081
H 4.0813 -1.0939 -1.7083 0.077
H 2.7598 0.8109 -1.6434 0.013
C 8.3683 -0.6171 -4.1043 -0.135
O 6.9781 -0.8190 -3.8248 -0.149
H 8.9334 -0.7332 -3.1851 0.069
H 8.7076 -1.3567 -4.8301 0.071
H 8.5200 0.3895 -4.4986 0.082
H 6.5059 -0.7111 -4.6567 0.060
C 5.1251 -3.0535 -6.5496 -0.135
O 5.4173 -1.9597 -7.4230 -0.138
H 4.6395 -2.6666 -5.6568 0.073
H 4.4553 -3.7554 -7.0507 0.084
H 6.0507 -3.5593 -6.2675 0.083
H 5.8444 -2.3278 -8.2031 0.084
C 2.5278 -0.1901 -6.2774 -0.143
O 2.0661 -1.1994 -7.1693 -0.135
H 1.6851 0.1817 -5.6994 0.080
H 3.2717 -0.6113 -5.5965 0.060
H 2.9658 0.6325 -6.8467 0.085
H 2.8314 -1.5090 -7.6656 0.056
C 1.6767 -1.5072 10.0600 -0.150
O 1.9208 -2.4091 8.9836 -0.125
H 2.4291 -1.6767 10.8257 0.081
H 1.7466 -0.4733 9.7109 0.075
H 0.6857 -1.6851 10.4855 0.077
H 1.2492 -2.2471 8.3180 0.028
C 8.3966 0.3163 -8.8694 -0.155
O 7.8330 0.3818 -7.5645 -0.133
H 9.1442 1.1003 -8.9605 0.079
H 8.8743 -0.6550 -9.0275 0.075
H 7.6210 0.4704 -9.6247 0.076
H 7.1735 -0.3177 -7.4985 0.036
C -1.5706 -2.2414 -7.9526 -0.166
O -1.4323 -0.8267 -7.9756 -0.132
H -2.6195 -2.4887 -7.8031 0.074
H -1.2342 -2.6648 -8.9024 0.076
H -0.9828 -2.6585 -7.1304 0.071
H -0.4973 -0.6355 -8.1075 0.058
C -7.4309 -1.3724 -0.2573 -0.121
O -7.2905 -0.7147 1.0049 -0.155
H -6.7215 -2.1954 -0.2945 0.082
H -8.4429 -1.7655 -0.3661 0.083
H -7.2171 -0.6757 -1.0710 0.081
H -7.9250 0.0089 1.0209 0.081
C 10.6174 -3.4560 -2.6437 -0.154
O 10.9283 -2.3658 -3.5053 -0.138
H 10.1201 -3.0627 -1.7600 0.077
H 9.9493 -4.1590 -3.1485 0.076
H 11.5319 -3.9718 -2.3408 0.076
H 11.3664 -2.7297 -4.2796 0.078
C -7.5472 2.2660 6.7726 -0.134
O -7.3034 1.3639 5.6980 -0.151
H -6.8330 2.0573 7.5660 0.079
H -7.4179 3.2976 6.4341 0.077
H -8.5606 2.1310 7.1576 0.080
H -7.9453 1.5662 5.0068 0.058
C -4.0497 3.1733 -3.4170 -0.136
O -3.6979 2.8266 -2.0777 -0.140
H -4.3131 2.2632 -3.9502 0.080
H -4.9064 3.8511 -3.4182 0.080
H -3.2042 3.6500 -3.9170 0.081
H -3.4642 3.6354 -1.6139 0.058
```



In eV Å⁻¹, the largest force on an atom values for the records above are, in order, 0.91; 2.87; 0.63; 5.70; 5.46; 4.66.
In eV, the HOMO energy values for the records above are, in order, -14.223; -7.845; -9.633; -7.333; -10.380; -11.298.